Entry 1:
13
Properties=species:S:1:pos:R:3 method="wB97M-V/def2-TZVPD" lumo_ha="0.0199 / 0.0199" homo_lumo_gap_ev="6.9 / 6.9" relative_energy_kj_mol=541.37 total_charge=0
C 2.277 0.032 -0.634
C 0.248 -0.641 -0.089
C -2.105 -1.214 -0.088
O 1.356 -1.153 -0.453
O 3.182 0.092 0.410
O 0.034 0.014 1.025
O -0.862 -0.985 -0.744
H 1.651 0.826 -0.672
H -2.802 -0.941 -0.918
H -1.934 -0.573 0.873
H -2.312 -2.239 0.053
H 4.003 -0.391 0.153
H 0.847 0.470 1.356

---

Entry 2:
20
Properties=species:S:1:pos:R:3 method="wB97M-V/def2-TZVPD" lumo_ha=0.0316 homo_lumo_gap_ev=7.0 relative_energy_kj_mol=408.97 total_charge=0
C -0.298 0.458 0.473
C -0.538 -0.143 -0.801
C 0.803 -1.537 -0.476
C -1.094 0.014 1.667
N 0.849 1.121 0.720
N -1.632 1.827 -0.466
N 2.019 -1.008 -1.042
H 1.225 1.116 1.656
H 1.350 1.577 -0.033
H 2.862 -1.148 -0.494
H -1.093 2.400 -1.119
H -2.483 1.543 -0.955
H 2.220 -1.378 -1.965
H -0.085 0.279 -1.687
H -1.456 -0.697 -0.922
H 0.367 -2.375 -1.025
H 0.928 -1.810 0.571
H -1.806 0.814 1.885
H -0.468 -0.161 2.545
H -1.670 -0.891 1.468